1.
Below is a molecular structure, C18H21N3O4S, with properties calculated with ωB97M-V/def2-TZVPD.

Last column: natural (NBO) charge in e.
Geometry (Å):
C: 0.2623 -0.6930 0.4910  -0.30
H: 4.1761 -1.6458 0.1589  0.22
C: -2.6503 5.7591 -4.9110  -0.39
C: 2.3211 -3.9341 2.8751  0.25
H: 2.1112 -0.5769 -0.2370  0.21
H: 0.5648 -2.8700 2.3417  0.21
N: -3.7412 1.5547 -0.4914  -0.49
H: -2.8068 6.8894 -4.5379  0.15
C: -2.4693 1.2519 -0.9048  0.09
C: -3.6261 3.7775 -3.6001  0.78
H: -6.2628 1.9641 -1.1472  0.26
H: 5.8498 -5.3408 1.9488  0.19
H: -1.6275 5.8411 -5.4554  0.17
C: -1.6541 5.2680 -2.7144  -0.41
C: 1.5299 -1.0594 0.5583  -0.06
C: 5.7471 -5.0304 3.1014  -0.26
C: -0.3687 0.2674 -0.2561  0.63
H: -3.5378 5.5041 -5.4173  0.23
C: -3.2096 3.1052 -2.2033  -0.55
C: 4.3865 -3.2291 1.4328  -0.29
H: 6.1403 -5.7840 3.6850  0.21
H: -0.6612 4.7828 -3.0401  0.14
H: -2.2838 0.0722 0.5939  0.38
C: -4.2760 2.5053 -1.4801  0.20
H: -5.7831 3.8005 -0.5489  0.17
O: -4.4802 3.8984 -4.2827  -0.51
H: 1.2670 -6.0096 5.2930  0.18
H: 6.3067 -4.0918 3.1430  0.20
H: -5.9392 3.3121 -2.4603  0.22
C: 3.6895 -3.9689 2.5662  0.30
C: 3.6524 -2.2458 0.9635  -0.17
C: -5.6719 2.8050 -1.6838  -0.56
H: 2.6373 -6.3310 3.8930  0.20
O: 4.2309 -4.8775 3.2814  -0.50
C: 2.3615 -1.9963 1.3098  -0.15
N: -1.8001 0.4593 -0.0029  -0.57
O: 0.0106 0.8714 -1.1867  -0.58
C: 1.5853 -2.9836 2.1191  -0.15
O: 1.5933 -4.4584 3.7846  -0.51
H: -0.4672 -1.2700 1.5159  0.15
N: -2.4209 5.0758 -3.7480  -0.56
S: -1.8669 2.2727 -1.9716  0.67
H: 2.8452 -5.0992 5.3509  0.20
H: -1.3313 6.4856 -2.7167  0.17
C: 2.0020 -5.5950 4.7872  -0.22
H: -1.6555 5.0287 -1.6309  0.24
H: 5.3206 -3.4620 1.4340  0.20

Atoms 1-3, force components in eV/Å:
C -1.525 -4.720 7.333
H -1.026 -0.190 0.967
C 3.548 5.248 1.170

Computed properties:
* spin multiplicity: 1
* frontier orbital gap: 6.77 eV
* molecular weight: 375.4 g/mol
* highest occupied orbital energy: -7.0 eV
* E_LUMO: -0.276 eV


2.
Below is a molecular structure, C28H28BF5MgN7O4S2, with properties calculated with ωB97M-V/def2-TZVPD.

Last column: Löwdin charge in e.
Geometry (Å):
C: 2.3332 -0.4501 -3.0115  -0.60
H: -2.9689 3.1416 -1.8836  0.11
H: 4.2628 2.9285 1.1376  0.12
C: 1.2789 1.6435 3.7309  -0.20
S: 3.0878 -1.6340 -1.9733  0.54
C: -2.2191 -5.6840 0.2229  -0.11
O: -1.0266 3.6359 -0.4276  -0.29
C: 0.6316 0.1704 -4.6608  -0.18
H: -5.2341 2.1933 1.1905  0.11
H: 1.6829 3.0533 1.1280  0.11
H: 2.4133 -2.0070 1.9637  0.10
C: -0.8878 -4.9289 2.1074  -0.01
F: 0.8244 -2.0261 -3.9580  0.06
F: -0.3829 -0.2033 -5.4614  0.08
C: 4.0989 0.7755 1.1017  -0.18
H: -2.8290 -6.4529 -0.2339  0.09
N: -3.6333 -0.1649 -4.9684  0.10
C: 3.0617 -1.1682 2.2176  -0.20
F: 3.7096 1.3312 -2.2572  0.05
H: 4.0585 -1.5738 2.4412  0.12
H: 3.1504 -0.8218 0.1923  -0.02
N: 2.2527 2.3522 1.5799  -0.09
N: 3.0800 -0.2741 1.0628  -0.12
H: 4.6079 0.7441 2.0711  0.11
C: -1.1957 -3.5525 0.1478  -0.23
C: -3.2334 0.7811 3.4774  -0.15
C: -1.2831 0.2216 -2.1655  -0.03
C: 3.5104 2.1726 0.8681  -0.19
B: -0.0017 -1.7123 0.6946  -0.34
H: -2.3845 -4.3192 -1.4619  0.11
H: 2.3613 -1.2088 4.2553  0.12
H: -4.1709 2.1786 -3.8307  0.10
C: -1.6579 1.4703 -1.6837  -0.28
C: -3.3644 1.6290 -3.3597  -0.03
H: 3.3202 2.2556 3.3575  0.10
H: 3.2686 0.2274 3.8436  0.10
Mg: 0.9423 0.3956 0.8845  0.56
H: 0.4573 -0.2169 3.4434  0.11
H: 4.8556 0.5845 0.3362  0.12
H: 1.4723 1.6609 4.8143  0.12
C: 1.2800 -0.7653 -3.8764  -0.28
H: -3.2076 0.3150 4.4582  0.10
O: -0.8220 -2.3285 -0.3047  0.08
N: 1.2956 0.2906 3.1853  -0.09
C: -4.4286 1.2337 2.9449  -0.08
N: -3.2101 1.9299 1.0220  0.14
S: -0.7185 2.2321 -0.4212  0.63
N: -2.0719 0.8814 2.8477  0.13
C: -1.9534 -0.3204 -3.2423  -0.03
C: 2.0582 1.8571 -3.7913  -0.16
H: 3.2889 2.2941 -0.1895  0.10
H: -1.6511 -1.2879 -3.6223  0.12
C: 2.3141 2.5219 3.0231  -0.19
N: -0.9063 1.4990 0.9853  -0.14
C: -1.9799 -4.4970 -0.4750  0.00
O: 0.0654 -2.6736 1.7766  0.06
C: 2.6917 0.8990 -3.0238  -0.26
H: -0.4629 -5.0825 3.0904  0.11
H: -4.0529 0.5117 -5.5857  0.08
F: 2.4555 3.1374 -3.7430  0.10
C: -1.6848 -5.8965 1.4880  -0.12
C: -4.3473 1.8113 1.6875  -0.14
H: 0.2778 2.0416 3.5622  0.10
F: 0.3842 2.4148 -5.3733  0.10
C: -2.9814 0.3866 -3.8657  -0.31
O: 0.6871 1.8436 -0.6979  -0.36
H: 2.1602 3.5656 3.3199  0.12
H: -0.4685 -0.3333 -1.7194  0.10
C: -2.6993 2.1713 -2.2745  -0.06
H: -5.3651 1.1396 3.4745  0.09
C: 2.5190 -0.4697 3.4632  -0.18
H: -1.8849 -6.8276 2.0028  0.09
C: -2.1069 1.4547 1.6273  -0.44
C: -0.6619 -3.7648 1.4089  -0.24
C: 1.0110 1.4979 -4.6183  -0.15
H: -3.0723 -0.8308 -5.4764  0.08

Atoms 1-3, force components in eV/Å:
C 0.023 -0.193 0.321
H 0.000 0.019 0.006
H 0.007 -0.014 0.000

Computed properties:
* spin multiplicity: 1
* frontier orbital gap: 6.20 eV
* molecular weight: 720.8 g/mol
* charge: -1
* highest occupied orbital energy: -4.0 eV
* E_LUMO: 2.227 eV


3.
Below is a molecular structure, C9H22ClI2MnN2P2, with properties calculated with ωB97M-V/def2-TZVPD.

Last column: natural (NBO) charge in e.
Geometry (Å):
H: -4.0698 -0.4121 1.3885  0.28
H: 3.0271 1.4261 -2.0036  0.26
N: -0.0106 -1.2387 0.1998  -0.44
C: 3.0111 2.3234 0.9764  -0.93
H: 2.7801 3.1740 0.3296  0.26
C: 0.0694 -2.0136 1.3004  0.01
H: -0.2231 -4.1564 -1.1197  0.27
H: -4.0656 2.2707 1.0760  0.28
H: -2.9816 -0.3203 -1.8205  0.25
H: 4.0955 2.2470 1.1109  0.28
Cl: 0.0077 1.0666 2.4469  -0.50
H: -2.5047 -0.4341 2.2647  0.27
H: -4.3242 0.6504 -1.1528  0.28
H: -2.7427 -1.4860 0.8538  0.25
Mn: 0.0151 0.7869 0.0775  1.29
H: -2.4993 2.4915 1.9219  0.28
C: -0.1334 -3.3036 -0.4602  0.03
H: 0.0317 -4.2081 1.5508  0.28
H: 3.0221 -0.3335 -1.7993  0.25
C: 3.2860 0.6131 -1.3198  -0.94
C: -2.9795 2.3405 0.9516  -0.93
N: -0.1346 -2.0195 -0.8591  -0.33
H: -2.9801 1.4392 -2.0256  0.26
I: 0.0288 1.6639 -6.4781  0.03
P: 2.3278 0.7959 0.2311  0.88
C: 2.9983 -0.5283 1.3046  -0.92
H: 2.5136 -0.4501 2.2812  0.27
H: 2.7543 -1.5016 0.8706  0.25
H: 4.0843 -0.4362 1.4149  0.28
H: -0.2229 -1.6753 -1.8406  0.45
H: 4.3627 0.6330 -1.1216  0.28
C: -0.0033 -3.3350 0.9128  -0.30
H: 0.1731 -1.6558 2.3136  0.27
I: 0.0288 -1.0030 -6.1832  -0.02
C: -3.2462 0.6273 -1.3433  -0.94
C: -2.9836 -0.5107 1.2852  -0.92
H: -2.7373 3.1890 0.3061  0.26
H: 2.5227 2.4763 1.9422  0.27
P: -2.2985 0.8081 0.2144  0.88

Atoms 1-3, force components in eV/Å:
H 0.233 0.148 -0.139
H 0.131 -0.065 0.014
N 0.163 1.794 0.581

Computed properties:
* spin multiplicity: 5
* frontier orbital gap (spin up / spin down): 3.69 / 5.39 eV
* molecular weight: 564.4 g/mol
* charge: +2
* highest occupied orbital energy (spin up / spin down): -13.8 / -13.8 eV
* E_LUMO (spin up / spin down): -10.067 / -8.373 eV


4.
Below is 8 unconnected molecules or ions with the total composition C41H105N9O14, with properties calculated with ωB97M-V/def2-TZVPD.

Last column: Löwdin charge in e.
Geometry (Å):
C: -0.7776 4.6267 -5.4973  -0.19
C: 2.1150 -4.0857 0.7809  -0.22
H: 2.7627 0.6631 -0.8923  0.08
C: 2.5514 -3.6700 -0.6018  -0.24
H: -5.0197 -6.2866 0.4002  0.07
O: 3.2403 -2.7412 4.7523  -0.19
H: -1.7205 1.5536 1.8476  0.05
H: 3.7553 -2.3342 -2.3465  0.07
N: 2.3813 -3.2104 1.8853  -0.06
H: 0.3640 3.1962 3.9855  0.12
H: 0.1417 -5.3905 -2.7083  0.08
O: -5.0435 -4.8182 -0.9250  -0.20
C: -5.3003 -3.1802 -2.9557  -0.14
C: -2.6238 -3.7593 1.9918  -0.21
H: 6.1148 2.6223 0.6215  0.05
H: 2.1782 0.4826 3.8687  0.10
O: -3.5564 5.2126 -1.9020  -0.21
N: 0.9148 -0.5574 1.0752  0.20
O: -1.6919 5.1705 -6.4376  -0.23
H: -0.9752 0.8799 -0.7487  0.08
H: -4.4297 -0.7068 -0.7434  0.06
H: -1.4638 -5.5527 -2.0354  0.09
C: 4.8312 3.9208 0.5030  -0.22
C: -1.5948 4.7732 -4.1322  -0.16
H: 0.3172 1.5014 0.3269  0.11
C: -4.5133 1.3718 -0.7790  -0.46
C: -0.0209 -0.4475 0.1791  -0.87
H: -0.2500 -4.2292 -1.5812  0.07
H: 4.3029 -0.2712 -0.6928  0.08
H: -1.6462 2.0412 -3.5748  0.07
H: -3.1864 -4.2642 2.7771  0.11
H: -5.4987 -4.7198 1.0904  0.09
H: -4.2659 1.0247 -2.9277  0.13
O: 4.4922 1.5978 -0.0892  -0.24
H: 4.6950 4.9034 0.0514  0.12
H: 2.2079 3.7670 2.7168  0.11
C: -2.9581 -2.6769 -2.5424  -0.20
C: -1.9053 2.6097 2.0442  -0.03
C: -0.7229 -4.8234 -2.3631  -0.12
H: -1.3937 4.4530 -8.2680  0.08
H: 1.2825 0.2567 1.5465  0.04
H: -6.6647 -3.4736 -1.3651  0.11
H: 3.8742 -0.6512 2.3252  0.11
H: -1.8473 6.4236 -1.9474  0.12
H: 0.7194 -3.7776 3.0214  0.10
H: 4.1228 -3.9938 -2.5568  0.08
C: -2.7757 -6.9073 2.2458  -0.07
H: -0.9634 -2.3080 -2.5022  0.09
O: 5.2852 0.9552 2.6131  -0.17
H: 4.2969 4.0806 1.4395  0.11
H: 3.3842 -3.1225 1.9657  0.11
N: -0.6596 4.5954 -2.9702  -0.06
C: -3.7485 1.5317 -2.1133  -0.16
H: -0.9423 -4.4286 0.8986  0.09
H: 2.5444 -5.0662 0.9868  0.13
H: -5.4178 -2.0983 -3.0168  0.09
O: -3.9272 -0.1165 4.0629  -0.20
H: -6.3792 0.7693 -1.0935  0.07
H: 2.1774 -4.7108 3.3700  0.13
N: -3.9027 -3.4525 -3.3846  -0.05
H: 8.8328 0.3940 -1.3221  0.09
C: -1.2265 4.5642 -1.6110  -0.20
H: -4.6081 6.4083 -0.6042  0.09
C: 8.6401 3.5587 -0.2141  -0.16
H: -0.4230 3.6338 -5.7741  0.11
H: 4.6729 3.1042 -1.4726  0.12
O: -0.5521 -1.3729 -0.3042  0.07
C: -5.1771 -0.0101 4.7314  -0.11
H: -2.0295 5.7727 -4.1209  0.11
H: -5.1137 -0.6843 5.5855  0.08
H: 5.7990 -0.3795 1.0794  0.09
H: -3.7136 -2.1522 4.4515  0.13
H: -2.8790 -3.1239 -1.5514  0.11
C: 4.3920 -3.1268 -1.9536  -0.09
H: -4.4103 -1.8488 2.8479  0.11
H: 7.0404 5.0922 -0.6974  0.11
H: -5.2622 1.0388 5.0154  0.09
H: -1.7409 3.6061 -1.5372  0.09
C: 2.9130 1.0360 3.2838  -0.16
H: -0.3346 5.8588 -7.9952  0.08
H: -3.3992 0.0655 0.4882  0.08
H: -3.5531 -6.4482 2.8566  0.08
H: 6.8382 1.0094 1.3745  0.07
H: 3.5201 -0.9193 5.7735  0.07
H: 4.3370 -2.2274 6.5524  0.08
H: -4.1174 2.0391 -0.0135  0.12
H: 6.8814 3.5320 -1.3474  0.08
C: -1.6168 -2.8467 -3.1885  -0.25
O: -2.4123 1.1222 -1.8680  -0.25
N: -5.9295 1.6568 -0.9194  0.06
H: 0.0964 3.9301 -3.0473  0.10
H: 1.3996 3.2619 1.2967  0.10
H: -5.5951 5.6025 -1.8423  0.09
C: -4.3310 0.1458 -0.0716  -0.07
C: 1.8852 -2.6975 4.2671  -0.21
C: 0.3074 2.7359 2.9991  -0.26
H: 8.9517 3.9157 0.7675  0.11
H: -2.4605 2.8296 1.1324  0.06
C: 3.8513 0.6897 -0.9393  -0.10
H: -2.0568 6.1414 -8.1618  0.09
H: 1.5852 -1.7088 3.9199  0.10
H: -3.6854 2.5704 -2.4376  0.10
C: -5.5541 -5.3564 0.2074  -0.16
H: -6.5748 -5.6770 -0.0011  0.09
H: 1.3723 -1.4423 1.2418  0.07
H: -3.6577 -4.4007 -3.1377  0.09
H: -6.0249 -0.3170 4.1188  0.08
H: -1.8747 0.1650 -3.6064  0.08
H: 4.5158 -0.3721 3.8316  0.10
C: -2.3123 5.6140 -1.3850  -0.23
C: 1.6855 2.9115 2.2885  -0.16
H: -2.3489 5.8637 -0.3246  0.12
N: -1.7561 -2.8120 2.6339  -0.04
H: 3.1247 3.0166 -0.5764  0.11
O: -1.1504 -4.1470 -3.5050  -0.16
H: 2.6726 -2.2929 6.6898  0.08
C: 7.1228 4.0426 -0.4151  -0.14
N: -0.2612 0.7613 -0.0442  0.22
H: 9.4099 3.8816 -0.9149  0.11
H: -6.0648 2.1695 -1.7791  0.06
H: -4.4967 6.9324 -2.2932  0.09
H: 4.0717 0.7545 -2.0049  0.09
H: -1.0859 -2.5600 1.9216  0.07
C: 3.4411 -1.9867 5.9801  -0.09
C: 6.2350 0.2428 1.8609  -0.09
C: -1.3166 5.4312 -7.7933  -0.09
O: 8.5976 2.1261 -0.2101  -0.23
H: -2.3715 -7.7899 2.7416  0.08
H: -5.1366 -2.7335 -0.7813  0.08
H: -2.4518 4.1078 -4.2370  0.10
H: -2.4191 -5.0710 0.2807  0.10
H: -1.6497 -1.1716 3.8697  0.12
O: -0.6125 3.3739 2.2115  -0.19
H: 3.1314 1.8008 4.0291  0.12
H: 0.0682 5.3136 -5.4682  0.11
H: -0.0315 1.7189 3.1963  0.11
H: 3.1133 1.7562 1.3668  0.07
H: -0.5491 4.5202 -0.7582  0.11
H: -3.2463 -7.3594 1.3728  0.07
C: 4.2089 2.9333 -0.5012  -0.19
C: -3.6942 -1.4890 3.5867  -0.20
H: 5.4466 -2.8515 -1.9439  0.09
H: -6.0037 -3.7141 -3.5946  0.10
H: -0.5938 0.8207 -2.7941  0.09
C: -4.6315 6.0701 -1.6402  -0.10
H: 1.0333 -4.2048 0.7182  0.10
N: 2.3938 1.6286 2.0640  -0.06
N: 6.2026 3.6241 0.7151  -0.02
H: -2.0675 -0.8535 2.2721  0.10
H: 1.9255 -2.8753 -1.0076  0.11
H: -2.5672 2.6735 2.9078  0.09
H: 9.5923 1.8528 -1.9631  0.08
H: 1.1161 -3.0185 4.9696  0.12
H: -1.5759 -2.3709 -4.1683  0.12
H: -5.0821 -0.0235 0.7000  0.10
H: 2.2796 -4.4975 -1.2572  0.11
C: -1.6174 1.0769 -3.0675  -0.06
C: 8.7109 1.4698 -1.4488  -0.10
O: -1.6683 -5.9618 2.0392  -0.18
H: -3.2871 -1.6391 -2.4888  0.10
O: 3.9487 -3.4527 -0.6247  -0.19
C: -1.8985 -4.8476 1.2119  -0.21
C: -2.3067 -1.5418 3.0827  -0.22
C: -5.5773 -3.5479 -1.3564  -0.15
H: -3.2726 -3.2384 1.2877  0.11
H: 7.8790 1.8084 -2.0664  0.08
C: 4.1912 0.1828 2.9513  -0.22
C: 1.8014 -3.7145 3.1374  -0.18
H: 6.9182 -0.2340 2.5638  0.10

Atoms 1-3, force components in eV/Å:
C -0.990 1.888 0.680
C -0.462 -0.647 -0.169
H -0.159 0.088 0.600

Computed properties:
* spin multiplicity: 1
* frontier orbital gap: 8.74 eV
* molecular weight: 948.3 g/mol
* highest occupied orbital energy: -8.3 eV
* E_LUMO: 0.426 eV
* SMILES: COC[C@H](C)N.COCCNCCOC.COCCNCCOC.COCCNCCOC.COCCNCCOC.COCCNCCOC.COCCNCCOC.NC(N)=O


5.
Below is a gas-phase ion, CH5N2O (charge +1), with properties calculated with ωB97M-V/def2-TZVPD.

Last column: natural (NBO) charge in e.
Geometry (Å):
O: 0.4788 1.5771 -1.6684  -0.30
C: -0.8732 -0.1817 -0.3670  -0.51
H: 1.2458 -0.2362 1.0463  0.44
H: 2.2420 1.0734 0.1345  0.50
H: -1.0570 -0.9437 -1.1760  0.34
H: -1.0869 -0.4399 0.7849  0.26
H: -1.6576 0.5071 -0.4990  0.32
N: 0.3202 0.4989 -0.4038  0.30
N: 1.3892 0.5030 0.3093  -0.34

Atoms 1-3, force components in eV/Å:
O -0.792 -4.754 5.491
C -1.884 -2.362 3.852
H 1.360 1.095 -0.259

Computed properties:
* spin multiplicity: 1
* frontier orbital gap (spin up / spin down): 8.29 / 8.29 eV
* molecular weight: 61.1 g/mol
* charge: +1
* highest occupied orbital energy (spin up / spin down): -16.2 / -16.2 eV
* E_LUMO (spin up / spin down): -7.874 / -7.873 eV
* SMILES: C[N+](N)=O


6.
Below is a molecular structure, C21H13I2N4OSSn, with properties calculated with ωB97M-V/def2-TZVPD.

Last column: natural (NBO) charge in e.
Geometry (Å):
H: -1.2389 5.4652 0.0128  0.27
C: -4.7346 0.0611 0.2623  0.09
C: -6.0317 -0.4100 0.0550  -0.21
C: 4.6086 0.7750 -0.0744  0.25
C: 1.8042 3.9919 0.0620  -0.18
N: 1.7504 0.3139 0.1201  -0.72
C: -4.0834 -4.8476 -0.1164  -0.26
H: -7.2328 -2.1495 -0.2715  0.26
C: -5.1449 -2.6454 -0.0551  -0.13
N: -3.6780 -0.7380 0.2688  -0.57
C: -2.6596 -2.8692 0.1191  0.48
C: 2.2836 1.5067 0.0216  0.46
N: 0.0575 2.3671 0.0286  -0.52
S: 2.6023 -1.0937 0.1051  0.86
O: -1.5165 -2.3119 0.2150  -0.78
C: 0.8679 5.0183 0.0674  -0.11
N: 3.6062 1.7319 -0.0919  -0.49
H: 3.9302 2.6882 -0.1974  0.44
C: 6.6173 -1.1631 -0.1134  -0.13
H: 7.9772 0.5000 -0.2354  0.27
C: -3.8655 -2.0667 0.1140  0.09
H: 7.3978 -1.9070 -0.1535  0.27
H: 6.1998 2.2060 -0.1748  0.25
C: -5.2333 -4.0741 -0.1655  -0.05
Sn: -1.1966 -0.0018 0.3594  1.70
I: -7.0925 -5.0287 -0.4029  0.43
C: -6.2378 -1.7628 -0.1079  -0.06
H: -6.8617 0.2779 0.0230  0.27
C: -2.8248 -4.2729 0.0062  -0.19
H: -1.8789 3.0487 -0.0012  0.20
H: 1.1885 6.0490 0.0981  0.27
C: 4.2875 -0.5998 0.0080  -0.26
H: 5.0389 -2.6033 0.0770  0.26
C: -0.4805 4.6985 0.0315  -0.18
H: -4.5503 1.1189 0.4297  0.22
C: 6.9426 0.1948 -0.1688  -0.09
H: -4.1641 -5.9235 -0.1898  0.27
C: 5.9458 1.1573 -0.1413  -0.24
H: 2.8485 4.2608 0.0993  0.23
C: 5.2948 -1.5580 -0.0012  -0.18
C: -0.8297 3.3548 0.0198  0.06
C: 1.3682 2.6674 0.0342  0.10
I: -1.0815 -5.4262 0.0256  0.35

Atoms 1-3, force components in eV/Å:
H -0.066 0.046 0.026
C -0.208 0.196 -0.017
C 0.054 -0.146 0.016

Computed properties:
* spin multiplicity: 1
* frontier orbital gap (spin up / spin down): 5.12 / 5.29 eV
* molecular weight: 741.9 g/mol
* charge: +3
* highest occupied orbital energy (spin up / spin down): -16.1 / -16.3 eV
* E_LUMO (spin up / spin down): -10.975 / -11.004 eV